# 1
The following is a quantum chemistry calculation of a 2-piece molecular cluster, C11H18ClFN2O5PS overall in a non-equilibrium geometry, from OMol25.

Gap between HOMO and LUMO (eV): 8.40
Net charge: +1
HOMO (eV): -13.707
E_tot (eV): -60274.81624

Last column: Mulliken charge in e.
Element x y z (Å)
C: 2.27 0.68 1.24  -0.93
C: 2.07 0.07 2.67  -0.35
F: 2.24 1.06 3.67  -0.37
C: 0.78 -0.76 2.88  -1.13
C: -0.51 -0.09 2.33  0.96
N: -0.66 1.21 2.49  0.67
N: -1.66 2.00 2.15  -1.14
C: -2.60 1.28 1.57  0.44
Cl: -4.04 2.21 1.12  -0.12
C: -2.64 -0.12 1.26  -0.58
C: -1.51 -0.90 1.66  0.16
P: -1.40 -2.72 1.36  1.13
O: -2.72 -3.14 0.86  -0.70
O: -1.07 -3.52 2.75  -0.50
O: -0.31 -2.98 0.18  -0.50
H: 1.54 1.45 0.99  0.38
H: 3.29 1.11 1.24  0.41
H: 2.30 -0.14 0.49  0.15
H: 2.93 -0.63 2.81  0.47
H: 0.94 -1.76 2.42  0.39
H: 0.59 -0.96 3.96  0.42
H: 0.12 1.71 2.95  0.42
H: -3.51 -0.56 0.74  0.51
H: -0.73 -2.86 3.38  0.37
H: -0.12 -2.08 -0.19  0.56
C: 0.68 0.00 -4.16  -0.59
C: -0.13 1.30 -4.20  -0.65
C: -0.80 1.47 -2.83  -0.77
S: 0.27 0.65 -1.65  1.33
O: -0.44 -0.49 -1.10  -0.76
O: 0.90 1.63 -0.81  -0.79
C: 1.46 0.05 -2.84  -0.82
H: 1.35 -0.08 -5.01  0.39
H: 0.01 -0.86 -4.17  0.29
H: 0.53 2.14 -4.40  0.31
H: -0.88 1.28 -5.00  0.33
H: -0.90 2.52 -2.56  0.39
H: -1.77 0.98 -2.80  0.38
H: 1.84 -0.92 -2.53  0.44
H: 2.27 0.77 -2.89  0.39

***

# 2
The following is a quantum chemistry calculation of C30H54AlF12N2O11P2 as an isolated structure in a non-equilibrium geometry, from OMol25.

Gap between HOMO and LUMO (eV): 3.41
Net charge: -1
HOMO (eV): -3.943
E_tot (eV): -115282.79796

Last column: Mulliken charge in e.
Element x y z (Å)
Al: -5.52 -13.06 -27.53  1.19
C: -9.50 -14.82 -28.27  -1.58
C: -9.12 -15.67 -27.07  1.98
C: -10.34 -16.59 -26.88  -1.16
C: -10.12 -17.71 -25.85  -0.61
C: -8.96 -18.59 -26.26  -1.37
C: -7.68 -17.76 -26.49  1.67
N: -7.98 -16.56 -27.33  0.68
O: -6.93 -15.91 -27.57  -0.61
C: -6.73 -18.64 -27.31  -1.86
C: -7.04 -17.33 -25.16  -1.54
C: -9.12 -14.82 -25.79  -1.83
H: -10.44 -14.29 -28.23  -0.27
H: -9.55 -15.46 -29.16  0.37
H: -8.72 -14.08 -28.47  0.36
H: -10.45 -17.22 -27.77  0.45
H: -11.26 -16.06 -26.64  0.36
H: -11.06 -18.27 -25.88  0.47
H: -10.15 -17.37 -24.81  0.28
H: -9.23 -19.21 -27.13  0.35
H: -8.76 -19.39 -25.54  0.38
H: -6.09 -19.36 -26.80  0.40
H: -5.92 -18.03 -27.72  0.41
H: -7.24 -19.07 -28.17  0.38
H: -7.22 -16.30 -24.88  0.26
H: -5.98 -17.57 -25.21  0.44
H: -7.46 -17.96 -24.37  0.33
H: -9.18 -15.41 -24.87  0.41
H: -9.93 -14.11 -25.88  0.23
H: -8.15 -14.32 -25.67  0.17
C: -8.85 -12.17 -31.27  -1.53
C: -8.00 -13.28 -31.89  2.36
C: -7.64 -12.87 -33.32  -1.61
C: -6.62 -11.77 -33.55  -0.71
C: -5.37 -11.89 -32.67  -1.21
C: -5.64 -12.49 -31.26  1.97
N: -6.65 -13.56 -31.34  0.53
O: -6.54 -14.42 -30.45  -0.51
C: -6.05 -11.35 -30.30  -0.56
C: -4.27 -13.04 -30.89  -1.82
C: -8.81 -14.56 -31.96  -1.67
H: -9.02 -12.32 -30.21  -0.28
H: -9.84 -12.21 -31.73  0.63
H: -8.53 -11.15 -31.45  0.45
H: -8.55 -12.55 -33.85  0.40
H: -7.44 -13.76 -33.94  0.45
H: -7.12 -10.80 -33.42  0.31
H: -6.34 -11.71 -34.60  0.47
H: -4.91 -10.91 -32.51  0.42
H: -4.69 -12.47 -33.30  0.47
H: -5.17 -10.90 -29.85  0.62
H: -6.78 -11.69 -29.57  -1.35
H: -6.55 -10.57 -30.86  0.25
H: -4.11 -13.55 -29.94  0.13
H: -3.53 -12.24 -30.95  0.40
H: -3.96 -13.82 -31.59  0.47
H: -9.74 -14.46 -32.52  0.41
H: -8.90 -15.02 -30.98  0.07
H: -8.25 -15.34 -32.49  0.52
P: -3.51 -11.13 -25.12  1.40
F: -5.09 -11.54 -25.09  -0.35
F: -3.10 -11.97 -23.80  -0.40
F: -3.22 -12.61 -25.87  -0.39
F: -1.96 -10.73 -25.30  -0.40
F: -3.76 -10.45 -26.59  -0.34
F: -3.90 -9.77 -24.39  -0.36
P: -8.29 -10.66 -27.04  2.30
F: -8.79 -9.74 -28.28  -0.39
F: -9.80 -11.13 -26.71  -0.46
F: -8.19 -11.83 -28.21  -1.22
F: -7.72 -11.80 -26.01  -0.48
F: -6.75 -10.26 -27.33  -0.21
F: -8.46 -9.57 -25.90  -0.44
C: -6.11 -7.38 -29.44  -1.35
C: -7.24 -6.87 -28.56  1.39
C: -6.77 -5.63 -27.74  -0.41
O: -7.87 -4.75 -27.78  -0.35
C: -8.71 -5.11 -28.78  0.62
O: -9.74 -4.56 -29.02  -0.55
O: -8.33 -6.30 -29.27  -0.40
H: -6.50 -8.20 -30.04  -0.01
H: -5.26 -7.61 -28.80  0.38
H: -5.84 -6.59 -30.14  0.52
H: -7.52 -7.69 -27.89  -0.57
H: -5.79 -5.26 -28.06  0.28
H: -6.68 -5.98 -26.71  0.35
C: -12.31 -10.61 -30.37  -1.84
C: -11.92 -11.26 -29.08  2.69
C: -12.47 -10.65 -27.78  -0.45
O: -12.80 -11.84 -27.02  -0.28
C: -12.80 -12.93 -27.80  0.48
O: -12.92 -14.05 -27.40  -0.58
O: -12.42 -12.60 -29.05  -0.48
H: -11.60 -9.87 -30.74  0.30
H: -13.29 -10.13 -30.26  0.44
H: -12.50 -11.32 -31.18  0.41
H: -10.83 -11.33 -28.96  -1.22
H: -13.45 -10.15 -27.82  0.41
H: -11.76 -10.02 -27.26  0.15
C: -9.46 -11.89 -22.74  -1.21
C: -10.28 -10.60 -22.84  0.82
C: -11.22 -10.76 -24.05  0.28
O: -12.51 -10.44 -23.47  -0.42
C: -12.43 -10.49 -22.12  0.47
O: -13.36 -10.56 -21.39  -0.56
O: -11.13 -10.53 -21.72  -0.40
H: -8.87 -11.89 -21.82  0.40
H: -8.68 -11.83 -23.51  0.13
H: -10.07 -12.77 -22.95  0.36
H: -9.63 -9.74 -23.02  0.35
H: -11.28 -11.73 -24.54  -0.01
H: -10.98 -10.03 -24.82  -0.22

***

# 3
The following is a quantum chemistry calculation of a 7-piece molecular cluster, C27H63NO19P2 overall in a non-equilibrium geometry, from OMol25.

Gap between HOMO and LUMO (eV): 6.05
HOMO (eV): -5.678
E_tot (eV): -87989.99443
Energy above the lowest of the compared OMol25 structures with the same formula, charge and spin (kJ/mol): 312.2

Last column: Mulliken charge in e.
Element x y z (Å)
O: 26.71 -34.68 -15.79  1.84
H: 27.61 -34.38 -15.66  -0.23
H: 26.37 -35.24 -15.09  0.22
H: 26.59 -35.07 -16.66  0.36
C: 31.52 -35.76 -15.51  -1.84
C: 30.10 -35.79 -14.91  1.47
C: 30.11 -36.39 -13.45  -0.97
C: 30.55 -35.44 -12.35  -1.26
C: 29.71 -34.16 -12.41  -0.18
C: 29.61 -33.39 -13.84  1.21
N: 29.41 -34.44 -14.85  1.48
O: 29.22 -33.87 -16.20  -0.94
C: 30.97 -32.69 -14.06  -1.84
C: 28.42 -32.42 -13.66  -1.29
C: 29.24 -36.75 -15.81  -2.14
H: 31.64 -34.97 -16.25  0.33
H: 31.88 -36.72 -15.89  0.45
H: 32.24 -35.42 -14.77  0.33
H: 30.81 -37.21 -13.33  0.34
H: 29.19 -36.95 -13.29  0.27
H: 31.62 -35.28 -12.48  0.58
H: 30.52 -35.81 -11.32  0.35
H: 30.15 -33.54 -11.63  0.48
H: 28.72 -34.39 -12.02  -0.74
H: 31.82 -33.37 -14.07  0.29
H: 31.21 -32.01 -13.25  0.40
H: 30.78 -32.11 -14.96  0.39
H: 27.46 -32.92 -13.58  0.03
H: 28.28 -31.75 -14.51  0.11
H: 28.49 -31.75 -12.80  0.53
H: 29.28 -36.53 -16.88  0.57
H: 28.20 -36.74 -15.48  0.00
H: 29.59 -37.78 -15.77  0.49
C: 26.44 -32.30 -10.83  -0.75
C: 25.19 -33.19 -10.88  -0.45
O: 25.07 -33.91 -12.09  -0.38
C: 25.76 -35.12 -12.34  0.30
O: 25.84 -35.52 -13.53  -0.49
O: 26.30 -35.68 -11.26  -0.39
C: 27.21 -36.67 -11.41  0.05
H: 26.38 -31.78 -9.87  0.48
H: 26.54 -31.59 -11.65  0.22
H: 27.31 -32.96 -10.85  0.08
H: 24.29 -32.58 -10.85  0.35
H: 24.96 -33.77 -9.98  0.35
H: 27.03 -37.27 -12.29  0.07
H: 27.37 -37.27 -10.52  0.38
H: 28.20 -36.29 -11.65  -0.33
C: 22.70 -27.58 -17.52  -0.98
C: 23.91 -27.71 -16.64  -0.30
O: 24.42 -29.02 -16.50  -0.29
C: 25.54 -29.38 -17.15  0.61
O: 26.17 -28.64 -17.94  -0.64
O: 25.98 -30.53 -16.72  -0.12
C: 27.19 -31.08 -17.23  -0.38
H: 22.13 -26.69 -17.27  0.39
H: 22.23 -28.53 -17.29  0.17
H: 23.01 -27.60 -18.57  0.25
H: 23.61 -27.23 -15.72  0.38
H: 24.63 -27.01 -17.06  0.31
H: 27.46 -32.00 -16.72  -0.08
H: 28.02 -30.41 -17.05  0.35
H: 27.09 -31.47 -18.25  0.34
C: 23.27 -33.95 -16.94  -0.66
C: 22.49 -32.69 -17.55  -0.34
O: 22.06 -32.93 -18.89  -0.17
C: 21.33 -31.93 -19.49  0.66
O: 20.92 -30.90 -18.94  -0.58
O: 20.97 -32.36 -20.73  -0.31
C: 20.23 -31.56 -21.70  -0.69
H: 24.14 -34.28 -17.49  -0.05
H: 22.59 -34.80 -16.91  0.28
H: 23.53 -33.73 -15.91  0.37
H: 23.09 -31.78 -17.57  0.18
H: 21.61 -32.58 -16.91  0.40
H: 19.84 -32.01 -22.61  0.28
H: 20.74 -30.65 -22.02  0.31
H: 19.43 -31.05 -21.16  0.30
C: 28.25 -33.67 -20.58  -0.49
O: 28.06 -35.08 -20.55  -0.32
P: 26.71 -35.75 -19.89  -0.12
O: 26.35 -35.24 -18.49  -0.11
O: 25.62 -35.32 -21.01  -0.35
C: 24.52 -34.49 -20.65  -0.40
O: 26.87 -37.30 -20.20  -0.29
C: 27.85 -38.01 -19.45  -0.51
H: 27.27 -33.24 -20.35  0.12
H: 28.49 -33.31 -21.58  0.31
H: 29.02 -33.38 -19.87  0.23
H: 23.53 -34.94 -20.63  0.31
H: 24.47 -33.60 -21.27  0.41
H: 24.70 -34.03 -19.68  -0.14
H: 27.36 -38.80 -18.88  0.16
H: 28.55 -37.39 -18.89  0.17
H: 28.49 -38.56 -20.15  0.37
C: 22.98 -38.22 -15.27  -0.52
O: 23.31 -38.55 -16.63  -0.33
P: 24.76 -38.07 -17.06  -0.10
O: 25.12 -36.77 -16.45  0.72
O: 25.74 -39.25 -16.57  -0.33
C: 25.97 -39.40 -15.19  -0.51
O: 24.81 -38.15 -18.70  -0.18
C: 24.36 -39.30 -19.43  -0.83
H: 22.00 -37.76 -15.37  0.31
H: 23.61 -37.49 -14.76  0.05
H: 22.99 -39.11 -14.64  0.28
H: 25.63 -38.55 -14.60  0.06
H: 27.04 -39.27 -15.00  0.28
H: 25.54 -40.32 -14.80  0.33
H: 25.23 -39.83 -19.83  0.25
H: 23.78 -38.90 -20.26  0.25
H: 23.80 -40.01 -18.83  0.34

***

Which of these has the highest HOMO? C30H54AlF12N2O11P2